No. 1
Molecular formula: C35H64F27HfN8O21S9
Method: DFT, the ωB97M-V functional and the def2-TZVPD basis

Its LUMO energy is -11.96 eV. The total energy comes out at -264388.5665 eV. The calculation puts the HOMO energy at -13.0 eV. The HOMO-LUMO gap comes out at 1.02 eV.

Geometry as ORCA input:
```
! wB97M-V def2-TZVPD RIJCOSX def2/J DEFGRID3
* xyz 3 1
Hf 2.3163 1.3297 -7.1762
C 2.1760 -0.4840 0.1717
F 2.5345 0.7274 0.6468
F 3.2863 -1.0166 -0.2363
F 1.8564 -1.2294 1.1763
S 0.7557 -0.5715 -1.2427
O -0.3708 0.0836 -0.5824
O 1.3874 0.0888 -2.4739
O 0.5522 -2.0242 -1.4693
C -4.4029 -6.2364 -1.3594
N -4.4168 -6.6734 0.1571
C -3.3427 -5.8636 0.9713
C -5.8478 -6.4409 0.6717
C -3.9751 -8.1860 0.4581
C -4.7430 -9.1862 -0.3834
O -6.0965 -9.2743 -0.0989
H -3.3629 -6.3197 -1.6751
H -4.6033 -5.1681 -1.4410
H -5.1349 -6.9242 -1.7827
H -3.5160 -4.7921 0.8717
H -2.3614 -6.0349 0.5287
H -3.2840 -6.2848 1.9750
H -5.9493 -6.8506 1.6767
H -6.5719 -6.8321 -0.0429
H -6.0363 -5.3675 0.6535
H -4.0757 -8.3031 1.5371
H -2.8947 -8.2504 0.3287
H -4.2724 -10.1574 -0.2301
H -4.5774 -9.0950 -1.4569
H -6.2996 -10.1649 0.1967
C 10.3535 -6.2748 1.5337
N 9.0065 -6.7196 2.0958
C 7.9388 -6.0515 1.1751
C 8.9319 -8.3041 1.9310
C 8.6323 -6.2475 3.5767
C 9.3373 -7.1609 4.6540
O 10.7224 -6.9933 4.4907
H 10.5090 -5.1970 1.5817
H 10.3632 -6.7056 0.5325
H 11.0374 -6.6779 2.2806
H 6.9561 -6.4414 1.4401
H 8.0787 -6.2611 0.1146
H 8.0141 -4.9694 1.2825
H 9.0784 -8.4676 0.8633
H 7.8726 -8.5042 2.0919
H 9.7228 -8.8285 2.4672
H 7.5843 -6.1662 3.8652
H 8.9507 -5.2596 3.9095
H 8.9854 -8.1925 4.6480
H 9.1135 -6.6474 5.5890
H 11.1972 -7.4243 5.2051
C 5.7720 9.6006 2.0806
C 4.9555 8.7572 3.0221
C 5.7511 7.7419 3.9144
N 4.9017 7.0473 5.0313
C 3.9250 6.0256 4.3988
C 4.1475 8.0677 6.0107
C 5.0521 8.4611 7.2727
C 6.2184 7.4491 7.1295
C 5.8452 6.3433 6.0952
H 6.3673 10.3363 2.6215
H 5.1110 10.0893 1.3649
H 6.4882 8.9971 1.5229
H 4.2673 8.1582 2.4256
H 4.4346 9.4809 3.6490
H 6.6332 8.2359 4.3218
H 6.2478 7.0082 3.2795
H 3.5776 5.4458 5.2539
H 4.5509 5.4095 3.7530
H 3.0266 6.5513 4.0753
H 3.2860 7.5546 6.4382
H 3.9616 8.9830 5.4488
H 4.4379 8.2578 8.1499
H 5.2552 9.5272 7.3739
H 6.5560 7.0570 8.0889
H 7.0324 8.0359 6.7040
H 5.2969 5.5350 6.5793
H 6.7014 5.9021 5.5850
C -11.7634 0.8244 0.6091
C -10.6248 1.7548 0.0857
C -9.2866 1.6080 0.9067
N -8.0601 2.5055 0.4559
C -7.4246 1.9105 -0.7547
C -6.9820 2.6107 1.5552
C -7.1114 4.0338 2.1185
C -7.3452 4.8858 0.9072
C -8.3512 4.0571 0.1642
H -11.5756 -0.2492 0.5927
H -12.6455 0.9278 -0.0228
H -11.9255 0.9872 1.6746
H -10.9391 2.7830 0.2645
H -10.3325 1.6376 -0.9579
H -8.8197 0.6256 0.9768
H -9.3802 1.8152 1.9728
H -6.6052 2.6176 -0.8847
H -8.1665 1.7476 -1.5365
H -6.9323 0.9523 -0.5890
H -6.0239 2.4537 1.0596
H -7.0831 1.7635 2.2335
H -6.2364 4.2331 2.7371
H -7.9708 4.2241 2.7615
H -6.4649 5.1841 0.3377
H -7.7882 5.8439 1.1790
H -8.4563 4.2062 -0.9105
H -9.3450 4.2137 0.5838
C -9.4671 -2.0419 7.5568
F -9.8602 -0.7719 7.2460
F -8.8538 -1.8620 8.7268
F -10.5701 -2.7528 7.7507
S -8.4663 -2.8620 6.1615
O -8.3987 -4.2316 6.6301
O -9.2321 -2.6325 4.9515
N -7.0346 -1.8321 6.0272
S -5.8812 -2.5444 6.6203
O -5.8542 -2.4067 8.0959
O -5.5737 -3.8502 6.1268
C -4.3645 -1.3751 6.0264
F -4.3195 -1.1175 4.7285
F -4.4975 -0.2004 6.6788
F -3.1512 -2.0155 6.3271
C 5.3432 6.0430 -4.2380
F 5.7737 5.6177 -5.4272
F 6.3378 6.1069 -3.3796
F 4.8595 7.2154 -4.5432
S 3.9283 4.9046 -3.5420
O 4.3759 3.5554 -3.7503
O 3.5887 5.2603 -2.1737
N 2.6327 4.8176 -4.7849
S 1.7708 6.1152 -4.4576
O 2.3321 7.2348 -3.7220
O 1.0081 6.4651 -5.6908
C 0.3483 5.3647 -3.2134
F -0.1157 4.1871 -3.7224
F 1.0252 5.2163 -2.0866
F -0.5375 6.3749 -2.8784
C -3.0843 -1.5555 -9.3815
F -1.9582 -1.9250 -10.1381
F -3.9906 -1.0333 -10.1742
F -3.6514 -2.6677 -8.9131
S -2.4376 -0.4651 -7.9547
O -3.3986 -0.4956 -6.8721
O -1.1041 -0.9512 -7.6959
N -1.8264 1.0628 -8.5437
S -3.1442 1.8329 -9.0328
O -4.4341 1.1381 -8.8472
O -3.1735 3.2114 -8.5573
C -2.9190 1.9641 -10.9696
F -1.8910 2.7654 -11.1482
F -2.4566 0.7921 -11.3993
F -3.9429 2.4338 -11.7544
C 7.9398 -1.2463 -5.6019
F 7.3481 -1.7547 -4.5188
F 8.0786 0.0013 -5.2281
F 9.1546 -1.7314 -5.8124
S 6.6665 -1.4170 -7.1049
O 6.2774 -0.0001 -7.3860
O 7.3030 -2.2169 -8.1093
N 5.0049 -1.8057 -6.5420
S 5.1792 -3.3924 -5.9832
O 6.4909 -4.0580 -6.1888
O 4.7177 -3.4870 -4.5755
C 3.9030 -4.3940 -6.9407
F 3.6371 -3.6882 -7.9870
F 4.4478 -5.5165 -7.3074
F 2.8411 -4.6028 -6.1849
*
```

No. 2
Molecular formula: C35H64FNO11
Method: DFT, the ωB97M-V functional and the def2-TZVPD basis

Its LUMO energy is 0.37 eV. The total energy comes out at -64059.4992 eV. The calculation puts the HOMO energy at -8.8 eV. The HOMO-LUMO gap comes out at 9.17 eV.

Geometry as ORCA input:
```
! wB97M-V def2-TZVPD RIJCOSX def2/J DEFGRID3
* xyz 0 1
C 2.0690 -5.5965 3.7429
C 2.7955 -4.6002 2.8465
C 2.4421 -3.1040 2.9969
C 3.4184 -2.3195 2.0890
C 4.1728 -1.1021 2.6618
C 4.0114 0.1709 1.8244
C 4.5556 0.0173 0.3903
N 3.5244 0.2481 -0.6424
C 3.5577 -0.6278 -1.7654
C 2.9476 -2.0024 -1.6235
O 4.0656 -0.2863 -2.8002
O 2.6521 -2.8105 4.3896
C 1.4696 -2.8266 5.0440
O 1.3545 -2.7885 6.2279
O 0.4403 -2.8704 4.1793
C 0.9278 -2.7683 2.7931
C 0.1122 -3.7930 1.9679
C -0.6921 -3.2983 0.7571
C -1.0411 -4.4770 -0.1549
O -1.8371 -2.5350 1.1097
C -2.8053 -3.1817 1.9044
C -3.9898 -2.2742 2.1010
C -3.8199 -0.9028 2.2208
C -4.9142 -0.0735 2.4176
C -6.1898 -0.6111 2.4980
C -6.3646 -1.9815 2.3849
C -5.2712 -2.8067 2.1814
C 0.5216 -1.3065 2.4936
C 0.9619 -0.2540 3.5059
F 0.9391 -0.9237 1.2026
H 2.5515 -6.5711 3.6540
H 1.0198 -5.7416 3.4991
H 2.1318 -5.3118 4.7940
H 3.8561 -4.6486 3.1023
H 2.7188 -4.8746 1.7918
H 4.1711 -3.0400 1.7662
H 2.8888 -2.0305 1.1836
H 5.2410 -1.3336 2.6390
H 3.9314 -0.9216 3.7067
H 4.5787 0.9617 2.3159
H 2.9675 0.4637 1.7588
H 5.0057 -0.9737 0.2517
H 5.3597 0.7351 0.2212
H 2.5957 0.2815 -0.2419
H 2.0664 -1.9895 -0.9810
H 2.6736 -2.3837 -2.6047
H 3.6727 -2.6897 -1.1816
H -0.5557 -4.2885 2.6714
H 0.7643 -4.5737 1.5855
H -0.0775 -2.6195 0.1722
H -1.7682 -4.1613 -0.9022
H -1.4517 -5.3182 0.4069
H -0.1392 -4.8145 -0.6666
H -2.3970 -3.4413 2.8902
H -3.1494 -4.1132 1.4426
H -2.8298 -0.4697 2.1609
H -4.7580 0.9935 2.5000
H -7.0374 0.0453 2.6437
H -7.3589 -2.4029 2.4521
H -5.4166 -3.8756 2.0799
H -0.5657 -1.3122 2.4681
H 0.1103 -0.0465 4.1510
H 1.7917 -0.5410 4.1432
H 1.1765 0.6745 2.9819
C 2.1570 2.7757 -7.0163
O 1.9318 1.8913 -5.9381
C 2.7830 2.1222 -4.8209
C 2.0801 2.9034 -3.7349
O 1.7495 4.2196 -4.1525
C 0.4007 4.3635 -4.5568
H 1.3296 2.6557 -7.7151
H 2.1912 3.8168 -6.6843
H 3.0930 2.5329 -7.5328
H 3.6901 2.6485 -5.1339
H 3.0757 1.1509 -4.4196
H 2.7480 2.9862 -2.8725
H 1.1792 2.3675 -3.4167
H -0.2696 4.3582 -3.6891
H 0.1007 3.5725 -5.2475
H 0.3089 5.3218 -5.0650
C -0.6029 3.7786 -10.4074
O -1.6397 4.7406 -10.4572
C -2.5039 4.7040 -9.3343
C -2.1758 5.7874 -8.3315
O -0.9000 5.5941 -7.7445
C 0.1128 6.4138 -8.2982
H 0.1093 4.0271 -11.1924
H -0.0889 3.7905 -9.4431
H -0.9947 2.7725 -10.5929
H -2.4601 3.7237 -8.8490
H -3.5247 4.8561 -9.6984
H -2.9167 5.7586 -7.5265
H -2.2332 6.7705 -8.8093
H -0.0004 7.4513 -7.9651
H 0.1031 6.3843 -9.3902
H 1.0688 6.0344 -7.9398
C -4.2278 0.9861 8.1139
O -2.9776 0.3563 8.3181
C -2.7274 -0.7147 7.4222
C -1.8084 -0.3063 6.2950
O -2.4011 0.6683 5.4459
C -1.9586 1.9872 5.7039
H -4.2279 1.9054 8.6973
H -4.3893 1.2314 7.0612
H -5.0474 0.3484 8.4629
H -3.6674 -1.1001 7.0141
H -2.2488 -1.5173 7.9908
H -1.5933 -1.1862 5.6796
H -0.8590 0.0637 6.6952
H -0.9305 2.1318 5.3511
H -2.0062 2.2276 6.7685
H -2.6137 2.6634 5.1566
*
```

No. 3
Molecular formula: C35H64NO5
Method: DFT, the ωB97M-V functional and the def2-TZVPD basis

Its LUMO energy is -3.43 eV. The total energy comes out at -49054.4560 eV. The calculation puts the HOMO energy at -11.6 eV. The HOMO-LUMO gap comes out at 8.15 eV.

Geometry as ORCA input:
```
! wB97M-V def2-TZVPD RIJCOSX def2/J DEFGRID3
* xyz 1 1
C -2.6078 0.6531 -0.0503
C -1.1914 0.8745 -0.6247
C -0.6624 -0.3593 -1.3412
C 0.5862 -0.1431 -2.1908
C 1.9493 -0.2107 -1.4840
C 2.3090 1.1289 -0.8298
C 3.4638 1.1466 0.1443
C 4.5069 2.0774 -0.1020
C 4.4949 3.0680 -1.2348
C 3.4942 4.1833 -0.8680
C 4.0137 5.1298 0.2288
C 3.1937 5.0691 1.5114
O 1.8202 5.2148 1.2451
C 1.0154 4.0698 1.4787
C 5.5802 2.1342 0.7518
N 5.6572 1.3335 1.8250
C 4.6929 0.4565 2.1252
C 4.9126 -0.3161 3.3906
C 4.1914 0.3096 4.5813
C 3.2506 1.3286 4.4145
C 2.6115 1.9087 5.4995
C 2.8755 1.4684 6.7888
C 3.8045 0.4533 6.9617
C 4.4717 -0.1230 5.8840
C 5.4813 -1.2135 6.1908
C 3.5755 0.3395 1.2957
C 2.5265 -0.6349 1.7544
O 1.2388 -0.1138 1.5845
C 0.2776 -0.9351 2.2256
H -3.3411 1.2474 -0.5792
H -2.6267 1.0240 0.9749
H -2.8807 -0.3976 -0.0031
H -0.5569 1.1984 0.1960
H -1.2329 1.6800 -1.3568
H -0.5093 -1.2081 -0.6788
H -1.4469 -0.6704 -2.0273
H 0.5075 0.8571 -2.6258
H 0.5852 -0.8205 -3.0391
H 2.0472 -1.0659 -0.8243
H 2.6779 -0.3617 -2.2815
H 1.4560 1.6178 -0.3631
H 2.6116 1.7720 -1.6422
H 5.4748 3.5045 -1.3847
H 4.1386 2.6074 -2.1487
H 3.2734 4.7730 -1.7534
H 2.5453 3.7510 -0.5703
H 3.9622 6.1550 -0.1256
H 5.0664 4.9342 0.4364
H 3.4227 4.1739 2.0975
H 3.5024 5.9142 2.1299
H 1.6007 3.1675 1.6565
H 0.3920 3.9031 0.5994
H 0.3342 4.2568 2.3062
H 6.3958 2.8187 0.5979
H 6.4613 1.4192 2.4306
H 4.5761 -1.3406 3.2681
H 5.9797 -0.3234 3.5957
H 2.9849 1.7009 3.4359
H 1.9044 2.7084 5.3379
H 2.3794 1.9196 7.6313
H 4.0055 0.1041 7.9635
H 4.9604 -2.0613 6.6272
H 6.2357 -0.8538 6.8801
H 5.9703 -1.5503 5.2844
H 2.6303 -1.5803 1.2034
H 2.6577 -0.8644 2.8086
H -0.6346 -0.3565 2.2974
H 0.0545 -1.8258 1.6365
H 0.6156 -1.2400 3.2159
C -6.7596 2.8973 -2.8635
C -6.6167 1.6545 -1.9982
C -7.9396 1.2715 -1.3537
O -5.6227 1.8663 -0.9924
H -7.0796 3.7493 -2.2577
H -5.8035 3.1604 -3.3173
H -7.4917 2.7455 -3.6574
H -6.2536 0.8253 -2.6069
H -8.2943 2.0758 -0.7034
H -7.8208 0.3808 -0.7363
H -8.7044 1.0745 -2.1057
H -5.9208 2.5939 -0.4359
C -2.3013 -2.8584 -6.2005
C -2.5264 -2.8832 -4.6970
C -3.9873 -3.1141 -4.3577
O -2.0721 -1.6551 -4.1143
H -2.8694 -2.0436 -6.6578
H -1.2480 -2.6903 -6.4291
H -2.6123 -3.7964 -6.6611
H -1.9196 -3.6717 -4.2504
H -4.6047 -2.3033 -4.7598
H -4.1321 -3.1294 -3.2789
H -4.3404 -4.0582 -4.7657
H -2.5959 -0.9427 -4.4966
C -4.7084 -5.8135 -0.8846
C -4.4313 -6.5300 -2.1976
C -3.9122 -7.9403 -1.9645
O -3.4956 -5.7816 -2.9760
H -3.7890 -5.7228 -0.2988
H -5.0790 -4.8045 -1.0694
H -5.4457 -6.3510 -0.2872
H -5.3462 -6.5719 -2.7897
H -2.9697 -7.9130 -1.4104
H -3.7180 -8.4382 -2.9146
H -4.6275 -8.5379 -1.3982
H -2.6742 -5.7299 -2.4756
*
```

Question: Which formula does entry 1 have?
Answer: C35H64F27HfN8O21S9

Question: Number 1 is which compound?
Answer: C35H64F27HfN8O21S9